(1)
Entry from OMol25: C32H48P2Sc as an isolated structure (ωB97M-V/def2-TZVPD).

Properties
* energy above the lowest of the compared OMol25 structures with the same formula, charge and spin: 0.0 kcal per mole
* charge: +1

Last column: Mulliken charge in e.
Atoms and positions in Å:
Sc (-0.79718, 1.01999, -0.30423)  -1.0251
C (0.23576, 1.10534, 2.33204)  0.9440
C (1.15738, 1.51403, 1.32462)  0.7085
C (-0.65804, 2.99648, 1.35097)  0.4381
C (-0.86135, 2.00107, 2.34415)  0.7847
C (0.67264, 2.77863, 0.80834)  0.8964
C (0.45720, 0.03258, 3.32710)  -1.4052
H (1.48369, -0.35865, 3.28901)  0.4507
H (-0.23670, -0.79652, 3.14761)  -0.1107
H (0.26261, 0.40366, 4.34658)  0.3692
C (-1.91740, 1.99357, 3.36586)  -1.2775
H (-1.47858, 1.89361, 4.36012)  0.3334
H (-2.57786, 1.14661, 3.20610)  -0.0650
H (-2.50113, 2.91138, 3.32763)  0.4466
C (-1.55993, 4.18014, 1.17847)  -1.9167
H (-1.88293, 4.57724, 2.15350)  0.5605
H (-2.46226, 3.84095, 0.64792)  0.2371
H (-1.11994, 5.01808, 0.61956)  0.2503
C (1.58455, 3.82889, 0.28572)  -1.7498
H (2.45076, 3.95899, 0.96672)  0.4227
H (1.06209, 4.79319, 0.21463)  0.3846
H (1.98219, 3.53166, -0.69043)  0.2977
C (2.57341, 1.04350, 1.30918)  -1.7069
H (3.02985, 1.13453, 2.31000)  0.3639
H (3.17336, 1.61884, 0.59531)  0.4637
H (2.62592, -0.01796, 1.04484)  0.2813
C (1.66765, -3.35059, 0.24942)  -0.8056
C (2.93650, -3.47063, 0.69986)  -0.6424
C (4.20564, -3.31592, -0.07813)  -0.6614
C (4.20483, -3.58405, -1.61392)  -0.8855
C (3.97265, -2.41015, -2.52864)  -0.8337
C (3.06171, -1.43458, -2.38155)  -0.5916
C (1.99937, -1.36086, -1.32969)  3.2418
C (1.20132, -2.62283, -0.97718)  0.0392
H (4.96335, -3.99308, 0.37117)  0.4738
H (3.51205, -4.39423, -1.86888)  0.3149
H (4.59162, -2.30193, 0.12769)  0.2360
H (1.12401, -3.33102, -1.81725)  0.3273
H (0.87620, -3.82510, 0.82561)  0.5202
H (3.09510, -3.69483, 1.77610)  0.3543
H (0.15850, -2.29516, -0.77898)  0.0778
H (2.43430, -0.97813, -0.40880)  -0.9318
H (3.06102, -0.59074, -3.09198)  0.4292
H (1.31644, -0.55400, -1.65364)  -1.5718
H (5.22738, -3.91942, -1.84159)  0.4697
H (4.58226, -2.42894, -3.44645)  0.3884
P (-1.14593, -0.46911, -2.53667)  1.5376
P (-0.80767, 2.49247, -2.25842)  1.4347
C (-1.56208, 0.57778, -4.06467)  -1.0136
C (-1.95989, 1.96581, -3.62387)  -1.2289
H (-2.35277, 0.06530, -4.62505)  0.5888
H (-0.65979, 0.60065, -4.69589)  0.4530
H (-1.89340, 2.69484, -4.44156)  0.4563
H (-2.97698, 1.97318, -3.19928)  0.4108
C (-1.30414, 4.23932, -2.14979)  -1.1238
H (-0.68704, 4.77239, -1.41328)  0.2322
H (-2.35964, 4.25723, -1.83215)  0.3569
H (-1.19770, 4.69649, -3.14721)  0.5195
C (0.77918, 2.47941, -3.18451)  -1.4724
H (0.61126, 2.31245, -4.25700)  0.5430
H (1.43377, 1.67417, -2.81836)  0.1401
H (1.30930, 3.43408, -3.05907)  0.5250
C (-2.70302, -1.44692, -2.42672)  -1.4077
H (-2.59142, -2.18289, -1.62205)  0.3471
H (-2.89991, -1.95434, -3.38219)  0.4868
H (-3.54226, -0.78966, -2.16813)  0.3688
C (-0.24356, -1.59089, -3.71560)  -1.6511
H (-0.78835, -1.65400, -4.66573)  0.5757
H (-0.16897, -2.59805, -3.30583)  0.3287
H (0.76107, -1.21728, -3.93581)  0.3689
C (-2.14960, -0.34242, 0.54156)  -1.0396
C (-2.39220, -0.91567, 1.62805)  0.5468
C (-2.64608, -1.57561, 2.85005)  0.6375
C (-3.69672, -1.17164, 3.70818)  -0.3235
C (-3.84557, -1.78277, 4.95741)  -0.6847
C (-2.94462, -2.77459, 5.38079)  -0.5215
C (-1.96532, -3.23735, 4.49671)  -0.5561
C (-1.80311, -2.65016, 3.24724)  -0.3700
H (-4.39790, -0.40379, 3.35202)  0.5198
H (-4.68618, -1.49001, 5.59209)  0.3949
H (-3.02788, -3.19666, 6.38162)  0.3896
H (-1.32688, -4.07926, 4.77654)  0.4066
H (-1.05805, -3.00619, 2.52206)  0.4984

Forces on atoms 1 to 2 (eV/Å):
1.72 -0.24 4.07
-0.30 0.48 -0.91


(2)
Entry from OMol25: C32H49GaGeN2PSSe as an isolated structure (ωB97M-V/def2-TZVPD).

Properties
* charge: -1

Last column: Mulliken charge in e.
Atoms and positions in Å:
Ga (3.27225, 1.27950, -1.15759)  0.7506
C (-2.89769, -4.86477, -5.24704)  -1.3875
C (-2.29778, -3.89806, -4.26920)  0.1605
C (-1.55162, -4.37683, -3.22116)  -0.8900
C (-0.73751, -3.58050, -2.39678)  0.6893
C (0.06401, -4.17130, -1.29707)  -1.2544
C (-0.70731, -2.18848, -2.59596)  0.2568
Se (0.28028, -1.02449, -1.51892)  -0.0764
C (-1.60661, -1.64115, -3.54702)  0.9819
C (-1.59045, -0.16898, -3.89164)  -1.5516
C (-2.30025, -2.50299, -4.37728)  -0.6330
H (-3.39139, -5.73742, -4.78107)  0.3515
H (-2.17323, -5.18191, -5.95670)  0.2822
H (-3.74962, -4.33582, -5.73812)  0.3510
H (-1.57890, -5.42923, -3.03699)  0.3023
H (1.09115, -3.88919, -1.38727)  0.0624
H (-0.06752, -5.29320, -1.37536)  0.3261
H (-0.17686, -3.82105, -0.31669)  0.2194
H (-1.91527, 0.47482, -3.14442)  0.1295
H (-2.24328, 0.01068, -4.71747)  0.4233
H (-0.56450, 0.00825, -4.14952)  0.3201
H (-2.82503, -2.04981, -5.25183)  0.1533
C (1.19051, 6.15695, 1.76386)  -1.4259
C (1.84299, 4.99295, 1.15364)  1.2544
C (3.26762, 4.99253, 1.17975)  -0.8664
C (3.90768, 3.89130, 0.73305)  -0.3954
N (3.17666, 2.93963, 0.16600)  -0.1834
C (1.80557, 3.03854, 0.12705)  -0.1025
S (1.03499, 1.85751, -0.88325)  -0.0959
N (1.10542, 4.05602, 0.57627)  -0.3323
H (1.58866, 6.26350, 2.74517)  0.4042
H (0.10191, 6.04509, 1.83253)  0.2624
H (1.45597, 7.10784, 1.16112)  0.3394
H (3.81408, 5.81771, 1.57851)  0.3942
H (4.94824, 3.68871, 0.82512)  0.5138
C (6.29355, -1.14498, -4.18995)  -1.2852
Ge (4.74605, -0.91549, -2.97034)  0.0963
C (3.29497, -0.77434, -4.30532)  -0.6041
C (4.76484, -2.56742, -2.05817)  -0.6652
C (4.84923, 0.61785, -1.84356)  -0.6514
H (6.04188, -2.09423, -4.70724)  0.3072
H (7.31809, -1.20161, -3.80665)  0.3740
H (6.36296, -0.32320, -4.88112)  0.3844
H (3.32861, -1.46838, -5.19199)  0.3584
H (3.38758, 0.18773, -4.80395)  0.3671
H (2.32670, -0.75028, -3.79822)  -0.1924
H (5.02079, -3.35440, -2.78358)  0.3476
H (3.73123, -2.78565, -1.65179)  -0.0781
H (5.54616, -2.58727, -1.29188)  0.3547
H (5.84427, 1.08008, -1.49880)  0.2087
C (-2.26167, 1.95175, 4.84732)  -2.0535
C (-1.35847, 2.12395, 3.60852)  2.3438
C (0.06389, 2.28068, 4.09147)  -2.1768
C (-1.87372, 3.44949, 2.93807)  -2.1410
P (-1.27453, 0.84860, 2.25142)  0.4423
C (-1.14976, -0.77962, 3.12577)  0.2267
C (-1.93380, -1.33959, 4.11101)  0.1900
C (-1.78558, -2.61148, 4.63081)  -0.8416
C (-0.68348, -3.39734, 4.25912)  -0.6517
C (0.13002, -2.84480, 3.24571)  -0.3349
C (-0.11250, -1.60635, 2.63962)  -0.2834
C (-3.01283, 0.82593, 1.47444)  2.4166
C (-3.02288, -0.52001, 0.77031)  -2.5081
C (-4.23939, 0.93202, 2.32697)  -1.8160
C (-3.10533, 1.92594, 0.41167)  -1.8546
H (-2.16146, 2.89994, 5.35571)  0.5942
H (-1.89243, 1.13158, 5.47546)  0.3209
H (-3.29454, 1.96184, 4.51416)  0.3946
H (0.09155, 3.19310, 4.62099)  0.5903
H (0.71138, 2.28876, 3.23061)  0.3806
H (0.38775, 1.47258, 4.70897)  0.3710
H (-1.62038, 4.21726, 3.64109)  0.6662
H (-3.01906, 3.51013, 2.99405)  0.2495
H (-1.51463, 3.73084, 1.93279)  0.3399
H (-2.79176, -0.78129, 4.47297)  0.1589
H (-2.50488, -3.04034, 5.32492)  0.3894
H (-0.42169, -4.37991, 4.53189)  0.4098
H (0.96301, -3.47443, 2.83868)  0.3106
H (0.59644, -1.28927, 1.84800)  0.2538
H (-3.19490, -1.31671, 1.49945)  0.2977
H (-2.13663, -0.62473, 0.17948)  0.6101
H (-3.86460, -0.52765, 0.05043)  0.5706
H (-4.14550, 0.31515, 3.24387)  0.1706
H (-5.13112, 0.58040, 1.78473)  0.4893
H (-4.45543, 1.93535, 2.67352)  0.3740
H (-2.33486, 1.86388, -0.32619)  0.1863
H (-2.99610, 2.86416, 0.96378)  0.3533
H (-4.08022, 1.84547, -0.09270)  0.5045

Forces on atoms 1 to 2 (eV/Å):
0.11 -0.03 -0.02
-2.24 1.06 0.49


We obtain frontier orbital gap values of 6.67, 5.38 eV for the records listed above, in that order.